# 1
19
Properties=species:S:1:pos:R:3:forces:R:3 method="wB97M-V/def2-TZVPD" fmax_ev_per_a=2.32 orbital_gap_ev=9.113
C 0.381 0.044 1.606 -0.9 -1.4 1.4
C 0.306 -1.294 1.220 0.8 2.1 0.1
N -0.610 -1.352 0.217 -0.2 -0.4 0.0
C -1.225 -0.135 0.026 0.6 0.5 0.9
C -0.635 0.758 0.929 -0.1 -0.8 -0.9
C -2.416 0.055 -0.851 0.0 -2.2 0.8
H 0.775 0.285 2.585 0.6 0.5 -0.5
H 1.002 -2.056 1.528 -0.4 -0.4 -0.2
H -0.864 -2.229 -0.205 -0.1 0.2 -0.3
H -0.885 1.796 1.076 -0.1 0.0 -0.1
H -2.459 1.082 -1.141 -0.6 0.5 -0.3
H -2.350 -0.636 -1.701 0.1 0.5 -0.2
H -3.283 -0.354 -0.273 0.2 1.0 -0.5
H 2.307 -0.200 -0.196 0.0 -0.4 0.4
H 3.530 0.229 -0.790 0.6 -0.1 -0.1
O 3.240 -0.465 -0.189 -0.4 0.4 -0.2
H 1.323 2.231 -1.362 0.0 0.2 0.1
H 0.543 0.958 -0.995 0.2 0.3 -0.1
O 1.321 1.281 -1.486 -0.2 -0.3 -0.1

# 2
19
Properties=species:S:1:pos:R:3:forces:R:3 method="wB97M-V/def2-TZVPD" fmax_ev_per_a=0.78 orbital_gap_ev=10.016
C -2.106 -1.086 -1.651 0.0 -0.8 0.0
C -0.923 0.775 1.238 -0.1 -0.1 0.0
C -0.265 -0.461 0.692 0.2 0.0 0.1
O -1.890 0.079 -1.809 0.0 0.5 -0.1
O -0.741 -1.564 0.842 -0.1 -0.1 0.0
H 0.456 1.017 -1.586 -0.1 0.1 0.0
H -2.953 -1.468 -1.058 -0.1 0.1 0.0
H -1.453 -1.868 -2.086 0.0 0.1 0.0
H -1.750 0.504 1.887 0.0 0.0 0.0
H -1.305 1.351 0.396 0.0 0.1 -0.1
H -0.209 1.394 1.777 0.0 0.1 0.0
N 2.129 -0.327 1.034 0.1 0.0 0.2
C 1.086 -0.292 0.010 0.2 0.0 -0.3
C 1.223 0.981 -0.816 0.0 -0.3 0.0
H 2.070 -1.184 1.574 0.0 0.1 0.0
H 2.031 0.459 1.668 0.1 -0.1 0.0
H 1.254 -1.165 -0.632 -0.2 0.1 0.1
H 1.141 1.867 -0.190 0.0 0.1 0.0
H 2.205 0.987 -1.289 0.0 0.0 0.0

# 3
19
Properties=species:S:1:pos:R:3:forces:R:3 method="wB97M-V/def2-TZVPD" fmax_ev_per_a=3.64 orbital_gap_ev=9.163
C 1.378 -0.523 0.949 -2.1 -0.5 1.6
C -0.744 -0.705 0.986 3.6 0.1 0.1
C 2.033 0.816 0.795 0.0 0.3 -0.2
C -2.519 0.132 -0.666 0.1 -0.4 -0.2
C -1.081 -0.102 -0.270 0.7 1.9 -1.8
O -0.454 0.596 -2.332 -0.1 0.6 0.5
O 1.875 -1.538 0.173 -0.3 0.1 -0.4
N -0.070 0.371 -0.971 -1.7 -1.6 0.0
H 0.209 1.233 -2.634 -0.2 -0.2 0.1
H 1.833 -1.261 -0.757 -0.1 0.0 0.3
H 1.394 -0.860 1.981 0.4 0.0 0.0
H -0.491 -1.756 0.948 -0.5 -0.2 -0.1
H -1.359 -0.425 1.838 0.3 0.1 0.1
H 1.364 1.612 1.127 0.1 0.0 0.0
H 2.957 0.836 1.387 -0.2 0.0 0.1
H 2.318 1.021 -0.238 -0.2 -0.1 0.1
H -2.796 -0.539 -1.483 -0.1 0.1 0.0
H -3.182 -0.066 0.178 0.1 0.0 -0.1
H -2.665 1.158 -1.011 0.1 -0.1 -0.1

# 4
19
Properties=species:S:1:pos:R:3:forces:R:3 method="wB97M-V/def2-TZVPD" fmax_ev_per_a=3.84 orbital_gap_ev=9.867
C -1.390 -0.487 -0.710 0.8 -0.9 0.7
C 0.291 -2.202 -1.609 0.4 -0.3 0.6
C 0.184 -0.842 -0.954 -2.6 1.3 -2.5
O -1.804 0.742 -0.213 0.8 0.2 0.2
O 1.023 0.005 -1.125 0.3 -0.2 1.0
H -1.423 0.827 0.688 -0.4 0.0 -0.2
H -1.868 -0.588 -1.689 0.3 -0.2 -0.1
H -1.775 -1.312 -0.087 0.0 0.0 -0.1
H -0.322 -2.938 -1.096 0.1 -0.2 0.0
H -0.089 -2.119 -2.627 -0.1 0.2 0.0
H 1.333 -2.502 -1.680 0.0 -0.1 0.1
C 0.862 2.250 0.908 -0.1 0.1 -0.5
C 0.800 0.939 1.599 2.4 -0.7 0.1
N -0.232 0.468 2.140 -0.8 0.3 0.4
H -0.107 -0.379 2.689 0.3 -0.1 -0.4
H 1.806 0.389 1.591 -1.2 0.6 0.3
H -0.134 2.586 0.634 0.0 0.2 0.0
H 1.356 3.004 1.519 -0.1 0.0 0.4
H 1.488 2.159 0.022 -0.2 -0.1 -0.1

# 5
19
Properties=species:S:1:pos:R:3:forces:R:3 method="wB97M-V/def2-TZVPD" fmax_ev_per_a=4.57 orbital_gap_ev=9.628
C -1.649 1.130 -0.344 1.9 -2.6 -0.1
N -0.161 1.122 -0.010 0.0 0.3 -1.7
C 0.405 2.320 -0.705 1.2 -1.5 0.7
C 0.128 -0.690 -1.709 -3.4 -3.1 -0.1
C 0.557 -0.197 -0.410 0.6 1.9 2.3
C 0.240 -1.071 0.824 -0.4 -2.5 0.8
O 1.273 -1.130 1.636 2.7 -0.1 2.7
O -0.690 -1.789 1.138 -1.0 1.1 -1.7
H -2.086 0.543 0.437 -1.0 0.6 1.0
H -1.938 2.142 -0.552 -0.7 0.0 0.5
H -1.891 0.447 -1.182 0.2 1.0 -0.2
H 0.888 2.072 -1.675 -0.1 0.2 0.5
H -0.409 2.962 -0.892 -0.6 1.0 -0.4
H 1.088 2.834 -0.013 0.1 -0.2 -0.5
H 0.536 -1.613 -2.057 1.1 -0.7 0.2
H 0.274 -0.032 -2.486 0.3 1.9 -1.6
H -0.982 -1.017 -1.721 1.6 0.8 0.1
H 1.712 -0.059 -0.406 -2.1 0.2 0.2
H 1.189 -1.724 2.490 -0.6 1.6 -2.8

# 6
19
Properties=species:S:1:pos:R:3:forces:R:3 method="wB97M-V/def2-TZVPD" fmax_ev_per_a=2.95 orbital_gap_ev=10.138
C 0.895 -0.808 -0.771 -1.6 0.1 2.0
C 1.605 -0.170 -1.938 0.6 -0.1 -1.3
O 2.869 0.225 -1.495 1.6 0.2 0.6
C 0.367 0.364 0.112 -1.1 -0.9 0.5
N -0.874 0.187 0.711 -0.5 1.5 0.1
C -1.610 1.329 1.344 1.8 1.6 -1.0
C -1.503 -1.066 0.995 1.7 -0.9 -2.3
O 0.999 1.401 0.233 -0.2 0.1 -0.1
H 1.614 -1.366 -0.126 -0.1 0.4 -0.7
H 0.067 -1.554 -0.909 0.9 1.0 -0.8
H 1.780 -0.976 -2.706 -0.2 1.1 0.4
H 1.212 0.797 -2.389 -0.7 -1.6 0.4
H 2.760 0.852 -0.753 -0.2 -0.3 -0.5
H -2.627 1.097 1.684 0.4 -0.4 -0.5
H -1.057 1.701 2.235 -0.3 -0.1 -0.6
H -1.627 2.178 0.568 -0.1 -1.1 1.3
H -1.220 -1.809 0.208 -1.0 0.5 0.6
H -2.531 -0.907 1.130 -1.4 -0.2 -0.3
H -1.119 -1.477 1.868 0.7 -0.8 2.0